## P
The following is a DFT calculation (ωB97M-V with the def2-TZVPD basis set) of a structure of composition C37H41Cl5GeN3O3PV.

Computed properties:
gap between HOMO and LUMO (alpha / beta) = 7.18 / 6.62 eV
charge = 0
highest occupied orbital energy (alpha / beta) = -7.518 / -8.269 eV
2S+1 = 4

Each line ends with the Löwdin spin population.
Positions of all 92 atoms, in Å:
V 0.527 -1.834 -0.200  2.20
C 3.591 1.311 -4.143  0.00
C 3.239 1.921 -2.936  0.00
C 2.015 1.645 -2.324  0.00
C 1.149 0.689 -2.875  0.02
C 1.509 0.103 -4.087  0.01
C 2.726 0.416 -4.704  0.00
P -0.300 0.088 -1.962  0.11
C -1.627 1.252 -2.416  0.00
C -2.958 0.843 -2.216  0.00
C -4.007 1.715 -2.455  0.00
C -3.726 2.996 -2.860  0.00
C -2.453 3.438 -3.058  0.00
C -1.389 2.561 -2.910  0.00
C -0.890 -1.469 -2.635  0.03
C -1.718 -1.643 -3.713  0.00
C -2.173 -2.932 -4.052  0.02
C -2.023 -3.947 -3.103  0.00
C -1.261 -3.737 -1.953  0.01
C -0.670 -2.504 -1.733  -0.02
H 4.516 1.480 -4.634  0.00
H 3.859 2.631 -2.458  0.00
H 1.706 2.100 -1.418  0.00
H 0.794 -0.569 -4.550  0.00
H 2.987 -0.096 -5.611  0.00
H -3.224 -0.107 -1.782  0.00
H -5.066 1.465 -2.323  0.00
H -4.507 3.714 -3.004  0.00
H -2.336 4.433 -3.468  0.00
H -0.372 2.866 -3.097  0.00
H -1.930 -0.883 -4.440  0.00
H -2.785 -3.052 -4.960  0.00
H -2.344 -4.921 -3.375  0.00
H -1.080 -4.574 -1.309  0.00
Cl 4.890 -1.300 -2.647  0.00
C 4.619 -1.218 -0.995  0.01
C 5.774 -1.089 -0.142  0.00
C 5.674 -0.952 1.233  0.01
Cl 6.999 -0.828 2.376  0.00
C 4.376 -0.972 1.773  0.00
C 4.075 -0.769 3.130  0.01
C 2.800 -0.765 3.659  0.00
C 1.819 -1.147 2.737  0.01
N 2.028 -1.294 1.449  0.02
C 3.281 -1.163 0.912  0.00
C 3.395 -1.297 -0.474  0.00
O 2.225 -1.465 -1.106  0.02
H 6.763 -1.127 -0.614  0.00
H 4.912 -0.509 3.776  0.00
H 2.557 -0.666 4.712  0.00
H 0.838 -1.340 3.117  0.00
N -4.526 -2.381 -1.381  0.00
N -3.835 -2.037 -0.198  0.00
H -4.635 -3.391 -1.528  0.00
H -4.037 -2.023 -2.199  0.00
H -3.077 -2.676 0.099  0.00
H -4.530 -1.944 0.525  0.00
C 0.505 5.615 1.844  0.00
C 0.828 4.145 2.115  0.00
C 0.008 3.112 1.348  0.00
C 0.361 1.730 1.846  0.04
Ge -0.851 0.372 1.124  0.29
C -1.774 -0.719 2.531  0.10
C -2.053 0.208 3.771  0.03
C -2.665 1.567 3.447  0.00
C -2.927 2.315 4.723  0.00
H 1.275 6.224 2.267  0.00
H -0.451 5.963 2.248  0.00
H 0.460 5.802 0.754  0.00
H 0.773 3.938 3.195  0.00
H 1.882 3.978 1.912  0.00
H 0.216 3.260 0.285  0.00
H -1.057 3.320 1.480  0.00
H 0.239 1.672 2.940  0.00
H 1.395 1.541 1.559  0.00
H -1.960 1.135 0.466  0.01
H -1.252 -1.628 2.812  0.00
H -2.710 -1.071 2.059  0.00
H -1.104 0.388 4.265  0.00
H -2.663 -0.398 4.439  0.01
H -3.557 1.420 2.842  0.00
H -1.961 2.130 2.861  0.00
H -3.721 1.927 5.373  0.00
H -3.147 3.421 4.584  0.00
H -2.003 2.239 5.314  0.00
Cl 1.717 -6.481 2.829  0.00
C 1.078 -5.695 1.397  0.00
Cl 2.461 -5.596 0.362  0.00
Cl -0.094 -6.912 0.733  0.00
C 0.336 -4.310 1.622  0.01
O -0.281 -4.103 2.618  0.01
O 0.533 -3.558 0.585  0.02

## Q
The following is a DFT calculation (ωB97M-V with the def2-TZVPD basis set) of a structure of composition C37H41Cl5GeN3O3PV.

Computed properties:
gap between HOMO and LUMO (alpha / beta) = 5.93 / 7.55 eV
charge = 0
highest occupied orbital energy (alpha / beta) = -6.734 / -8.290 eV
2S+1 = 4

Each line ends with the Löwdin spin population.
Positions of all 92 atoms, in Å:
V -16.487 -4.466 -11.789  1.95
C -17.175 -8.085 -6.690  0.00
C -17.311 -8.139 -8.052  0.00
C -17.368 -6.973 -8.736  0.00
C -17.204 -5.708 -8.190  0.00
C -17.079 -5.676 -6.784  0.00
C -17.088 -6.837 -6.030  0.00
P -17.344 -4.278 -9.319  0.00
C -18.905 -3.436 -8.771  0.00
C -18.940 -2.050 -8.672  0.00
C -20.071 -1.487 -8.173  0.00
C -21.130 -2.167 -7.707  0.00
C -21.190 -3.515 -7.874  0.00
C -20.060 -4.132 -8.383  0.00
C -15.933 -3.116 -9.135  0.01
C -15.397 -2.282 -8.252  0.00
C -14.304 -1.477 -8.604  0.02
C -13.770 -1.516 -9.883  0.00
C -14.341 -2.309 -10.876  0.01
C -15.391 -3.157 -10.491  -0.05
H -17.113 -9.021 -6.130  0.00
H -17.309 -9.009 -8.642  0.00
H -17.424 -6.929 -9.875  0.00
H -17.028 -4.666 -6.348  0.00
H -17.005 -6.836 -4.964  0.00
H -18.082 -1.445 -9.094  0.00
H -20.144 -0.443 -7.930  0.00
H -21.828 -1.641 -7.085  0.00
H -22.023 -4.157 -7.613  0.00
H -20.039 -5.219 -8.582  0.00
H -15.833 -2.076 -7.264  0.00
H -13.837 -0.827 -7.886  0.00
H -13.039 -0.814 -10.258  0.00
H -14.045 -2.298 -11.930  0.00
Cl -14.230 -4.951 -16.030  0.00
C -15.547 -3.757 -15.736  0.00
C -15.952 -2.757 -16.635  0.00
C -16.981 -1.939 -16.360  0.00
Cl -17.579 -0.795 -17.549  0.00
C -17.430 -1.823 -15.009  0.00
C -18.131 -0.713 -14.477  0.01
C -18.554 -0.754 -13.148  0.00
C -18.267 -1.889 -12.382  0.01
N -17.493 -2.894 -12.853  0.01
C -17.039 -2.838 -14.113  0.01
C -15.988 -3.766 -14.426  0.01
O -15.606 -4.543 -13.472  0.00
H -15.536 -2.769 -17.628  0.00
H -18.341 0.197 -14.987  0.00
H -19.155 0.056 -12.713  0.00
H -18.629 -1.991 -11.369  0.00
N -14.349 -6.080 -10.092  0.00
N -15.034 -5.958 -11.311  0.00
H -14.425 -7.062 -9.777  0.00
H -14.721 -5.398 -9.427  0.00
H -15.514 -6.866 -11.504  0.00
H -14.351 -5.927 -12.036  0.00
C -22.378 -2.876 -18.667  0.00
C -21.748 -2.279 -17.391  0.00
C -21.561 -3.372 -16.347  0.01
C -21.021 -2.940 -15.001  0.13
Ge -21.076 -4.283 -13.602  0.53
C -21.368 -3.261 -11.767  0.09
C -22.791 -3.576 -11.210  0.02
C -23.148 -5.026 -10.912  0.00
C -24.636 -5.351 -10.643  0.00
H -22.533 -2.064 -19.422  0.00
H -23.317 -3.280 -18.408  0.00
H -21.782 -3.665 -19.108  0.00
H -22.434 -1.533 -16.979  0.00
H -20.815 -1.762 -17.582  0.00
H -21.013 -4.185 -16.790  0.00
H -22.629 -3.708 -16.200  0.00
H -21.644 -2.253 -14.441  0.02
H -20.077 -2.476 -15.092  0.00
H -22.224 -5.224 -13.904  0.06
H -20.990 -2.250 -11.810  0.00
H -20.584 -3.746 -11.064  0.00
H -23.475 -3.074 -11.850  0.00
H -22.965 -3.127 -10.259  0.00
H -22.417 -5.428 -10.187  0.00
H -22.839 -5.534 -11.836  0.00
H -24.881 -4.857 -9.727  0.00
H -24.728 -6.488 -10.695  0.00
H -25.279 -4.945 -11.363  0.00
Cl -20.612 -7.093 -11.596  0.03
C -19.315 -7.641 -12.670  0.01
Cl -19.625 -7.247 -14.349  0.06
Cl -19.218 -9.381 -12.547  0.00
C -17.924 -7.077 -12.204  0.00
O -17.000 -7.905 -12.100  0.00
O -17.932 -5.822 -12.014  0.04

The most stable of them is P.